{"formula": "C5H35N3O10", "method": "ωB97M-V/def2-TZVPD", "homo_lumo_gap_ha": 0.3519, "homo_ev": -9.465, "e_above_lowest_kj_mol": 305.6, "charge": 0, "elements": ["H", "H", "C", "C", "H", "O", "O", "C", "H", "H", "H", "H", "O", "H", "H", "H", "H", "H", "H", "H", "H", "H", "H", "N", "H", "H", "H", "O", "O", "H", "H", "H", "N", "H", "O", "H", "H", "C", "H", "H", "H", "O", "H", "H", "H", "N", "O", "H", "H", "O", "H", "O", "C"], "coordinates": [[1.2701, 0.5011, 2.3842], [3.7806, -0.8532, -2.1042], [0.5029, 0.8484, -0.8348], [-0.4938, -0.0888, -1.5357], [-3.2762, -1.4583, -0.8953], [-4.0272, -1.0264, -0.4892], [2.0226, -2.4132, 0.4646], [0.5940, 2.1823, 1.3110], [-0.1107, -1.5713, -0.2749], [0.1280, 2.8078, 2.1196], [-3.9504, 1.1577, 2.0452], [3.0662, 1.7561, -1.1037], [3.6240, 1.1284, -0.6328], [-1.3244, -1.9920, 2.1293], [1.0628, 2.9741, 0.7163], [-0.6036, 0.4217, 1.0501], [3.7037, 0.6246, 1.9981], [2.2780, 1.1169, -2.9278], [1.9884, 1.7189, 2.8346], [-2.8093, 1.4335, 1.1132], [1.4460, 0.4383, -0.4713], [0.8097, 1.0902, -3.7231], [-2.1509, 0.5929, 4.0300], [-0.7144, -1.4574, -1.0924], [-4.1469, 0.9982, -2.6357], [-1.2121, 1.7445, 0.1201], [-1.4830, 0.4205, -1.4572], [-3.6859, 1.3619, -1.8678], [-0.4974, -1.9462, 2.6221], [-2.3225, -3.2363, -1.2851], [2.4595, -2.1842, -0.3622], [1.7513, 2.5703, -3.4484], [0.7757, 2.0551, -1.6634], [-0.2794, -2.1926, -1.6772], [4.0250, -0.2846, 2.3374], [3.1992, -2.1722, -2.9004], [3.2673, -0.7363, 2.7246], [-0.3039, 1.2670, 0.4427], [-3.6567, 0.5119, -1.3774], [2.5288, -3.0386, 0.9912], [-0.3296, -0.1294, -2.5952], [-3.2570, 0.6998, 1.5568], [-3.7859, -0.7985, 0.3984], [0.1389, -2.3904, 2.0441], [-0.1452, 2.5451, -1.8944], [1.6070, 1.3569, 1.9416], [-1.3233, 1.0592, 3.8404], [-0.9618, 0.6461, 3.0524], [3.1976, 0.9319, 0.2080], [-3.1199, -3.1386, -1.8075], [-2.9784, -2.7652, -2.6779], [3.4756, -1.7637, -2.0828], [1.3267, 1.6870, -2.9686]], "forces_ev_per_angstrom": [[-0.766, -0.239, -0.955], [-0.129, 0.155, -0.537], [-2.000, 0.241, 0.943], [-1.100, 0.334, -1.167], [0.243, -0.653, 0.026], [-0.705, 0.361, -0.690], [-1.096, 0.065, 0.627], [-0.781, 1.078, 1.210], [-0.405, -0.124, 0.327], [-0.628, -0.843, -0.750], [-0.106, -0.186, 0.058], [-0.197, 0.139, 0.347], [0.642, -0.238, -0.435], [-0.056, -0.001, 0.057], [0.188, -0.534, -0.326], [0.054, -0.517, -0.126], [0.389, -2.387, 1.061], [-0.420, -0.100, 0.899], [-0.168, 0.874, -1.034], [0.012, -0.267, -0.039], [-0.189, -0.389, -0.618], [-0.908, 0.323, 0.287], [0.433, 0.068, -0.247], [1.426, -1.307, 1.244], [-0.053, 0.671, -0.256], [-0.299, 0.545, -0.252], [0.685, -0.120, -0.106], [-0.040, -0.791, -0.337], [0.082, 0.038, -0.261], [0.451, 0.323, -0.562], [0.692, -0.188, -0.154], [-0.678, 0.362, -0.176], [-1.562, -0.546, -0.876], [-0.271, 1.017, -0.188], [-0.135, 1.901, -0.682], [0.209, 0.672, -0.465], [-0.073, 0.317, -0.226], [1.964, 1.295, 0.256], [-0.133, 0.337, 0.655], [0.383, 0.161, -0.522], [0.346, 0.070, -0.608], [-0.078, 0.408, 0.201], [0.321, 0.469, 0.780], [0.043, 0.121, 0.026], [1.485, -0.832, 0.785], [1.715, -0.811, 1.566], [-0.165, 0.212, 0.411], [-0.193, -0.266, 0.020], [-0.280, 0.172, 0.036], [-0.979, -0.691, 0.092], [0.690, -0.055, 0.068], [-0.238, -0.748, 1.319], [2.377, 0.106, -0.706]], "mulliken_charge": [0.1485, 0.3156, 0.9033, -0.8924, 0.3303, -0.7332, -0.4913, -1.0500, -0.2138, 0.3309, 0.2568, 0.4609, -0.6542, 0.3003, 0.3862, 0.5508, 0.3672, 0.2266, 0.3404, 0.3306, -0.0812, 0.3408, 0.3000, -0.0309, 0.3314, 0.4085, -0.0556, -0.6416, -0.6268, 0.3287, 0.2694, 0.4135, -0.3753, 0.3932, -0.6346, 0.2786, 0.2776, -0.9221, 0.3353, 0.2622, 0.4648, -0.5024, 0.3641, 0.2875, 0.3812, -0.3735, -0.6563, 0.2846, 0.0992, -0.7028, 0.3133, -0.6573, -1.0872]}

{"formula": "C6H17NO", "method": "ωB97M-V/def2-TZVPD", "multiplicity": 2, "homo_lumo_gap_ha": [0.4579, 0.2694], "homo_ev": [-15.451, -15.444], "e_above_lowest_kj_mol": 141.8, "charge": 1, "elements": ["O", "H", "C", "H", "H", "H", "C", "H", "H", "H", "H", "H", "H", "H", "C", "N", "H", "H", "C", "C", "H", "H", "C", "H", "H"], "coordinates": [[-0.4089, 0.3940, -3.2585], [0.7234, 3.0689, 0.1794], [1.9563, 0.0497, 1.0458], [-0.5208, 2.3679, 1.2438], [1.2258, 1.0268, -0.6520], [-1.9316, -1.9829, -0.2941], [0.8169, 0.9086, 0.3615], [1.1469, 2.5245, 1.8332], [0.8119, -1.4173, -0.4102], [-2.0340, -0.9693, 1.1798], [2.8967, 0.2198, 0.4841], [-1.5260, -1.8981, -2.1488], [-1.4486, 0.5786, 1.9030], [-0.8863, -3.0626, -1.0509], [-1.1797, -0.3498, 1.3949], [-0.0976, -1.0914, -0.7218], [0.1170, 0.7340, -2.5205], [1.9321, 0.1472, 2.1186], [-0.5149, 0.0776, 0.0838], [0.5499, 2.2821, 0.9378], [-0.5836, -0.4769, -2.9007], [-1.1406, 0.7208, -0.5784], [-1.1791, -1.9929, -1.1229], [1.7870, -0.9938, 0.8106], [-0.5123, -0.8655, 2.0824]], "forces_ev_per_angstrom": [[0.307, -0.034, 0.854], [-0.058, -0.379, 0.493], [-1.047, 0.512, -1.512], [0.760, 0.117, -0.169], [-0.165, 0.325, 0.047], [0.054, 0.681, -1.368], [0.766, -1.434, -0.980], [-0.145, -0.238, -0.451], [0.353, -0.479, -0.617], [-0.492, 0.076, 0.392], [-0.247, 0.432, 1.133], [-0.405, 0.579, 0.158], [-0.329, -0.175, -0.141], [0.638, 0.671, -0.290], [0.114, 0.263, -0.009], [-2.381, 0.209, 1.612], [0.150, 0.654, -0.507], [0.587, 0.141, 0.250], [2.121, 1.191, -0.637], [-0.864, 0.810, 0.365], [-0.297, -0.330, -0.691], [-0.154, -0.676, 0.615], [0.539, -2.078, 1.301], [-0.024, -0.634, 0.409], [0.216, -0.202, -0.255]], "mulliken_spin": [0.0182, 0.0005, 0.0012, -0.0002, -0.0060, 0.0203, 0.0137, 0.0008, -0.0306, -0.0026, 0.0005, 0.0289, 0.0002, 0.0089, 0.1119, 0.8341, -0.0017, 0.0004, -0.0269, 0.0038, -0.0020, 0.0156, 0.0059, 0.0028, 0.0026]}

{"formula": "C40H16BrF19GeN2PReS2", "method": "ωB97M-V/def2-TZVPD", "multiplicity": 2, "homo_lumo_gap_ha": [0.1514, 0.1612], "homo_ev": [-15.797, -15.798], "charge": 3, "elements": ["F", "C", "H", "F", "C", "C", "C", "S", "C", "F", "F", "N", "C", "C", "H", "C", "C", "H", "F", "H", "P", "C", "C", "H", "C", "C", "N", "Br", "H", "F", "C", "C", "Re", "F", "F", "C", "C", "F", "S", "H", "C", "C", "C", "C", "F", "C", "H", "C", "H", "H", "C", "H", "F", "H", "F", "C", "Ge", "C", "C", "C", "F", "F", "F", "H", "F", "C", "C", "F", "C", "C", "C", "H", "C", "C", "H", "F", "C", "C", "C", "C", "H", "C", "F"], "coordinates": [[-0.0072, 3.1332, -5.2651], [1.3673, -6.5445, -1.8870], [2.7060, -0.5592, -1.6367], [1.6763, -6.7508, 4.7227], [1.9559, -5.1915, 2.9920], [-4.6959, -5.7115, -1.4468], [-1.0841, 3.5389, 3.2376], [0.1553, -2.2735, -0.5666], [1.2440, -6.2299, 3.5994], [-2.6098, -3.7913, 0.8493], [-4.0420, -6.7921, -3.4388], [-0.0693, 2.9508, 2.5422], [5.6000, 1.0273, -2.3900], [3.9029, 0.1651, 4.0848], [2.9217, -1.7136, 3.8004], [3.3788, 1.8963, 2.5036], [-0.3243, 2.4045, -4.2187], [4.6932, 2.1601, 4.1590], [-1.4398, -5.9634, -3.0687], [6.5248, 0.8682, -2.9273], [1.8477, 1.4369, 0.1994], [3.0625, -6.4257, -3.5898], [0.6680, 2.0118, -3.3053], [4.4656, -0.1717, 4.9422], [2.2831, -7.1955, -2.7115], [-2.4000, -5.6430, -2.2050], [-0.5181, 4.8339, 1.5513], [-1.3502, 0.2380, 1.3468], [3.5129, 2.9077, 2.1450], [-2.5673, 2.4509, -4.9034], [-1.0660, 0.8948, -2.0817], [-1.3545, 4.7213, 2.6216], [0.0454, -0.0566, -0.5654], [3.9394, -7.0083, -4.3696], [1.8348, -3.0984, -2.7940], [3.3076, 1.3680, -0.8772], [2.9136, -5.0363, -3.6164], [-0.6195, -7.6729, 3.5767], [1.4854, 3.5172, 0.2726], [4.1599, 3.2743, -0.3143], [4.0479, 1.4714, 3.6362], [-3.7225, -6.0636, -2.3947], [0.3378, -5.1406, 1.1788], [0.2489, 3.7373, 1.4990], [3.0480, -4.6913, 3.5516], [-3.0219, -4.5322, -0.1896], [0.3544, 2.0646, 2.7893], [-2.0437, -4.8893, -1.1029], [0.0658, 5.7374, -0.2369], [1.7218, -0.9834, 1.7495], [1.1971, -5.1715, -1.9114], [0.1732, 6.7622, 1.2059], [2.4302, -8.4985, -2.6611], [6.1589, 2.9821, -1.7110], [-5.9344, -6.1069, -1.6085], [-2.0792, 1.2546, -2.9362], [-0.1602, -4.4851, -0.6296], [4.2825, 2.3677, -0.8867], [3.4804, 0.2033, -1.6344], [-4.3496, -4.9331, -0.3323], [-3.3445, 0.9362, -2.7450], [-5.2527, -4.6013, 0.5644], [1.9324, 2.4003, -3.4425], [-2.0550, 5.4881, 2.8858], [-1.4871, -6.5740, 1.2173], [-1.6743, 2.0353, -4.0354], [-0.3753, -6.1448, 1.8071], [2.1808, -3.7135, 1.1436], [1.4971, -4.6840, 1.7822], [3.0438, -0.7098, 3.4308], [0.2414, 1.2213, -2.2624], [4.7722, -0.8587, -2.9794], [2.3685, -0.3024, 2.2950], [4.6216, 0.0374, -2.3945], [-1.5386, 3.0782, 4.0902], [0.6046, -7.2118, -1.0158], [5.4124, 2.2023, -1.6685], [0.0638, -6.7070, 3.0090], [1.9772, -4.4307, -2.7797], [-0.4155, 5.9904, 0.7055], [-1.4050, 6.3977, 0.5086], [2.5449, 1.0007, 1.8299], [3.6582, -4.2869, -4.4090]], "forces_ev_per_angstrom": [[-0.195, -0.301, 0.462], [0.272, 0.127, -0.205], [0.099, -0.116, -0.065], [-0.038, 0.034, 0.004], [-0.288, 0.046, -0.443], [0.639, 0.139, -0.073], [-0.414, 0.561, 0.046], [0.461, 4.555, -0.053], [-0.325, 0.145, -0.462], [-0.329, 0.172, 0.369], [-0.115, -0.105, -0.157], [0.122, 0.353, -0.419], [-0.102, -0.021, 0.126], [-0.138, -0.027, -0.081], [-0.004, -0.202, 0.028], [-0.180, 0.020, -0.092], [1.233, 0.098, 0.148], [0.093, 0.032, 0.050], [-0.274, -0.239, -0.313], [-0.062, 0.087, -0.154], [1.700, -0.363, 0.483], [-0.457, 0.184, 0.458], [0.398, 0.535, -0.380], [-0.037, -0.019, 0.115], [-0.146, 0.607, 0.093], [-0.367, -0.026, 0.014], [0.345, -1.081, 0.132], [0.294, 0.224, -0.621], [0.038, 0.042, 0.014], [0.442, -0.124, 0.320], [1.569, -1.092, 1.506], [-0.246, -0.417, 0.779], [-2.059, -0.640, -2.304], [0.032, -0.009, -0.031], [0.153, 0.414, -0.239], [-0.363, -0.066, -0.240], [-0.432, -0.005, 0.441], [-0.056, -0.148, 0.127], [-0.217, 0.051, -0.249], [0.044, 0.115, 0.071], [0.057, 0.011, -0.049], [0.490, 0.332, 0.484], [0.047, 0.742, -0.556], [0.366, -0.335, 0.094], [0.087, -0.047, 0.076], [-0.350, -0.298, -0.441], [0.194, 0.125, -0.157], [0.776, 0.605, 0.385], [-0.080, -0.045, 0.017], [0.061, -0.134, 0.175], [-0.316, 0.687, 0.296], [0.001, -0.096, -0.034], [0.019, -0.193, -0.025], [0.039, 0.020, 0.084], [0.020, 0.022, 0.020], [-0.530, 0.288, -0.605], [-0.370, -3.691, -0.283], [-0.294, -0.018, -0.095], [-0.365, 0.270, 0.082], [0.818, 0.020, -0.186], [0.268, 0.112, -0.191], [-0.224, 0.066, 0.124], [-0.536, -0.078, -0.235], [-0.138, 0.148, -0.009], [-0.078, -0.354, 0.339], [-1.118, -0.556, 0.551], [0.154, 0.006, 0.263], [0.284, 0.144, 0.216], [-0.175, -0.284, 0.187], [0.186, -0.080, 0.071], [-0.430, -1.070, 1.518], [-0.063, -0.062, 0.022], [-0.131, 0.254, -0.155], [0.285, 0.043, 0.083], [-0.050, -0.040, 0.222], [-0.011, -0.472, -0.082], [0.102, -0.193, -0.024], [0.188, 0.413, -0.417], [0.152, -0.745, -0.021], [0.126, 1.055, -0.525], [-0.011, -0.134, -0.015], [-0.681, 0.001, -0.229], [0.143, 0.029, -0.185]], "mulliken_spin": [-0.0010, -0.0013, -0.0006, -0.0001, 0.0010, -0.0014, 0.0023, -0.0915, -0.0007, 0.0004, 0.0000, 0.0072, 0.0006, -0.0002, -0.0002, -0.0008, -0.0001, 0.0000, -0.0003, 0.0001, 0.1121, -0.0002, 0.0226, 0.0001, 0.0004, -0.0016, -0.0007, 0.1502, -0.0001, -0.0031, -0.0880, 0.0015, 0.9286, 0.0000, 0.0024, -0.0239, 0.0002, -0.0001, 0.0117, -0.0001, -0.0002, 0.0002, -0.0058, -0.0014, -0.0001, -0.0011, -0.0116, -0.0016, 0.0000, 0.0034, -0.0026, -0.0001, -0.0001, -0.0001, -0.0003, 0.0160, 0.0027, -0.0009, -0.0227, 0.0000, 0.0014, 0.0000, 0.0003, 0.0002, 0.0003, -0.0158, -0.0004, 0.0024, 0.0007, -0.0013, -0.0087, 0.0006, 0.0074, 0.0104, 0.0000, 0.0004, 0.0008, 0.0013, 0.0057, -0.0001, 0.0000, -0.0046, 0.0000]}

| no. | calculated total energy (eV) |
| --- | --- |
| 1 | -30697.3514 |
| 2 | -10025.7496 |
| 3 | -255968.6988 |